(1)
{"formula": "C3H4BrNO2", "method": "wB97M-V/def2-TZVPD", "symbols": ["C", "C", "C", "N", "O", "O", "Br", "H", "H", "H", "H"], "coordinates": [[-0.73, 1.10, 0.20], [0.56, 0.27, -0.64], [0.84, -0.87, 0.35], [-1.61, 0.29, 0.66], [-0.47, 2.22, 0.47], [-0.15, -1.69, 0.38], [-2.95, -0.47, -0.11], [0.03, -0.09, -1.54], [1.34, 0.88, -0.66], [1.75, -1.29, -0.30], [1.38, -0.35, 1.19]], "homo_ev": [-9.27, -9.25], "total_charge": 0, "mol_weight_g_mol": 166.0, "multiplicity": 1, "de_lowest_kcal_mol": 147.7, "total_energy_ha": -2895.71121}



(2)
{"formula": "C3H4BrNO2S", "method": "wB97M-V/def2-TZVPD", "symbols": ["C", "C", "C", "N", "O", "O", "S", "Br", "H", "H", "H", "H"], "coordinates": [[-0.96, 0.89, -0.72], [0.80, -1.28, 1.63], [-0.82, 2.06, -1.21], [-1.03, -0.24, -0.31], [1.32, 0.46, -0.73], [0.98, -1.95, -0.89], [0.68, -0.72, -0.21], [-2.04, 1.89, -2.70], [0.99, -0.40, 2.27], [-0.32, -1.52, 1.79], [1.41, -2.22, 1.86], [-1.02, 3.02, -0.77]], "homo_ev": -9.26, "total_charge": 0, "mol_weight_g_mol": 198.0, "multiplicity": 1, "de_lowest_kcal_mol": 66.4, "total_energy_ha": -3294.00170}